Density functional theory data (the ωB97M-V functional and the def2-TZVPD basis) for C9H15NO in the gas phase in a non-equilibrium geometry.

Last column: natural (NBO) charge in e.
Element x y z (Å)
C -0.694 -0.377 -1.769  -0.264
C -1.459 -0.201 -0.787  0.307
C 0.042 0.020 1.878  0.641
C 0.833 -0.546 -1.689  -0.390
C 1.169 0.043 -0.330  0.093
C -2.830 -0.063 -0.382  -0.719
C -1.051 -0.668 2.564  -0.692
C 2.424 -0.693 0.118  -0.609
C 1.355 1.656 -0.540  -0.610
N 0.148 -0.306 0.585  -0.492
O 0.981 0.484 2.539  -0.644
H -1.131 -0.512 -2.705  0.231
H 1.135 -1.534 -1.876  0.224
H 1.241 0.123 -2.507  0.218
H -3.306 -1.013 -0.379  0.239
H -3.405 0.650 -0.980  0.250
H -2.790 0.204 0.658  0.256
H -0.653 -0.849 3.486  0.242
H -1.290 -1.522 1.997  0.219
H -1.882 -0.062 2.675  0.211
H 3.031 0.033 0.733  0.231
H 3.119 -1.156 -0.717  0.201
H 2.114 -1.534 0.775  0.226
H 0.330 1.998 -0.435  0.208
H 1.659 1.884 -1.485  0.192
H 2.055 2.041 0.265  0.230

Kohn-Sham gap in eV: 9.0749
2S+1: 1
Energy relative to the best compared isomer or geometry (same formula, charge and spin) in eV: 4.210
E_LUMO in eV: 0.36